C37H41AuF5N7O4Se | wB97M-V/def2-TZVPD

Last column: Mulliken charge in e.
Geometry (Å):
O1 -2.47981 -1.98287 -3.22178  -0.459
H1 -0.00441 1.43433 4.04202  0.408
H2 -5.84881 -2.15277 -0.33228  0.456
H3 -4.73511 -0.65187 1.30532  0.522
H4 0.28389 2.71823 -1.95438  -0.407
H5 4.68519 2.22343 -2.29268  0.507
H6 -0.44181 3.21923 -5.08108  0.305
C1 3.59309 1.60903 1.85402  0.158
C2 -4.22951 -2.09117 -1.71208  -0.508
C3 1.37699 -4.14787 0.07782  -0.007
C4 -1.05561 -5.57668 -0.45228  -1.245
H7 -2.90641 1.59853 -1.24728  0.382
H8 5.13689 -0.13627 -1.80998  0.447
H9 3.74659 4.27852 -3.07838  0.349
H10 -1.56451 -3.76487 -1.49748  0.170
Se1 -0.65811 -2.39437 2.36022  -0.479
C5 4.12869 0.23973 -1.73818  -1.196
C6 1.51069 1.15803 -1.60648  -0.572
H11 -1.98531 4.00492 -4.67468  0.361
C7 1.19819 1.55463 1.30192  0.698
H12 1.59779 -2.30817 6.74552  0.464
C8 1.06059 -1.88897 5.92172  -0.541
H13 -0.37221 -5.36528 1.46842  0.183
O2 0.12569 0.88603 1.09702  -0.754
C9 0.67789 -0.61067 5.68742  -0.443
H14 -1.36581 -0.37087 -3.91938  -0.014
C10 3.20619 4.36122 -2.13318  -0.943
C11 -2.37271 -0.64937 -1.14058  0.263
Au1 0.38189 -1.11457 -0.01418  2.194
H15 -0.94941 6.36942 -2.61888  0.523
H16 -0.82141 0.38673 2.87122  -0.337
C12 -2.98801 5.33473 -0.12748  -0.828
C13 2.45629 3.65943 1.29692  0.127
C14 -1.38541 4.33363 -2.17168  0.613
C15 -0.95841 1.21573 -1.44668  -0.766
N1 0.63829 -2.64188 4.86372  0.132
C16 3.63149 2.98483 1.63342  0.829
C17 2.58199 2.05953 -1.90708  0.665
H17 3.35309 -1.61827 -1.03868  0.358
C18 2.40389 0.93033 1.70002  0.025
C19 -4.87161 -1.75017 -0.54338  -0.769
C20 -1.30001 -1.45217 -3.78628  -0.258
C21 0.76879 -4.06338 4.72582  -0.842
N2 -0.13831 -5.95387 0.64992  0.064
N3 0.02309 -0.59287 4.48802  0.406
H18 -1.65421 2.35153 -4.10268  0.102
C22 -3.03241 -0.34797 0.06442  0.585
H19 0.69609 -3.69007 -1.80088  0.375
F1 2.48999 4.97873 1.10532  -0.393
C23 1.25799 -5.66138 0.24552  -1.044
H20 -3.40501 3.28633 0.33492  0.494
N4 -1.13341 -0.08977 -1.41648  -0.202
H21 -0.20861 -4.49797 4.50362  0.331
F2 4.78749 3.64293 1.71302  -0.348
C24 -4.25521 -0.89497 0.37012  -1.264
F3 0.15909 3.61643 0.75862  -0.366
C25 -2.06791 3.45813 -1.32218  0.253
F4 4.69789 0.93783 2.18252  -0.341
C26 3.10499 -0.60557 -1.31578  -0.288
H22 1.47259 -6.18857 -0.68558  0.401
H23 1.95549 -6.00278 1.01012  0.462
H24 2.66789 5.30763 -2.10138  0.273
O3 2.22019 3.35143 -2.01458  -0.383
H25 -1.37881 -3.57597 0.24072  -0.035
F5 2.36989 -0.41777 1.85462  -0.404
H26 1.23109 -3.68147 1.05582  -0.012
H27 0.81639 0.27653 6.27152  0.537
C27 -0.95571 -4.06237 -0.64528  0.122
H28 -1.58711 0.72823 4.44482  0.325
C28 3.87739 1.57123 -2.00268  -0.515
H29 1.14449 -4.48518 5.65392  0.333
N5 -2.02371 2.04923 -1.46568  0.577
H30 -0.41541 -1.67647 -3.18488  0.024
H31 -3.62291 5.72563 0.65242  0.433
N6 0.26199 1.74063 -1.64868  1.442
C29 1.80339 -0.15267 -1.24828  -0.020
H32 -2.32051 7.26343 -0.77548  0.454
H33 1.46119 -4.30207 3.91632  0.267
H34 -1.21981 -1.92307 -4.76508  0.368
H35 2.37569 -3.88907 -0.26778  0.410
H36 -2.08081 -5.84428 -0.19758  0.461
C30 -2.88091 3.97132 -0.31618  -0.648
C31 1.27579 2.96032 1.12162  -0.112
C32 -2.27191 6.19943 -0.93978  -0.597
C33 -1.48791 5.70212 -1.96388  -0.726
H37 -0.25111 -6.93967 0.90492  0.405
H38 -4.68911 -2.76397 -2.41878  0.548
C34 -1.20791 3.32873 -4.31598  -0.672
C35 -2.97501 -1.56067 -2.03808  -0.742
C36 0.02519 -1.83177 3.98262  0.037
H39 -0.76171 -6.12008 -1.35148  0.420
N7 0.40119 -3.57687 -0.83628  0.157
H40 -2.51681 0.30943 0.75152  0.695
O4 -0.55341 3.86663 -3.17928  -0.304
C37 -0.63711 0.55293 3.93322  -0.473
H41 3.90639 4.32502 -1.29548  0.360

Forces on the atoms, in the same order (eV/Å):
-0.2 -0.4 0.2
0.0 -0.1 0.0
-0.1 -0.1 0.0
-0.1 0.0 0.1
-0.1 -0.3 0.1
0.1 0.1 0.0
-0.1 0.0 0.0
0.1 0.0 -0.1
0.2 0.1 -0.1
0.2 -0.2 0.2
-0.6 0.5 -0.6
0.3 0.0 -0.1
0.1 -0.1 0.0
0.0 0.0 0.0
0.0 0.0 0.0
-0.6 -0.2 -0.9
-0.3 -0.4 0.2
0.4 0.0 -0.2
0.0 0.0 0.0
1.2 0.9 0.3
0.1 -0.1 0.2
0.1 0.6 0.4
0.0 -0.2 0.0
-0.6 -0.7 -0.1
0.3 -0.3 0.5
0.0 -0.1 0.0
0.3 0.3 -0.1
-0.8 -0.4 -0.1
0.5 0.4 -0.3
0.1 0.0 -0.1
0.1 0.0 0.2
0.0 0.0 0.0
0.1 -0.1 0.0
-0.1 -0.1 0.0
0.0 -0.1 -0.6
-0.2 0.7 -0.2
0.0 -0.1 -0.1
0.0 -0.7 0.3
0.0 -0.1 0.1
-0.4 -0.1 0.1
0.2 0.0 0.2
0.4 0.2 -0.4
0.0 -0.7 -0.2
-0.1 -0.3 0.4
0.3 -0.7 0.1
0.0 0.1 0.0
0.1 -0.3 -0.1
0.0 0.1 0.0
0.0 -0.2 0.0
0.9 0.4 -0.2
-0.1 -0.1 0.0
1.0 -0.1 0.3
0.1 0.0 0.1
-0.3 -0.1 0.1
-0.2 0.1 0.0
0.4 -0.1 0.1
0.2 0.4 -0.1
-0.1 0.2 -0.1
0.3 -0.6 -0.2
-0.2 -0.1 0.1
-0.2 -0.1 0.0
0.0 -0.1 0.0
-0.5 -0.3 -0.1
-0.1 -0.1 -0.2
0.2 0.4 0.1
0.1 -0.1 0.0
0.0 0.1 0.1
-0.3 -0.1 0.1
0.1 -0.1 0.0
-0.3 0.4 -0.1
0.0 0.1 0.0
-0.2 -0.3 0.0
-0.1 0.0 -0.1
0.0 0.0 0.1
-0.6 0.9 0.1
-0.6 0.8 0.6
-0.1 0.1 0.0
0.0 0.0 0.1
0.0 0.0 0.1
0.1 -0.1 0.0
0.1 -0.1 0.1
0.1 0.1 -0.1
-0.2 -0.2 -0.1
0.0 0.0 0.0
0.1 -0.1 0.0
0.0 0.2 0.0
-0.1 0.0 -0.1
-0.2 -0.2 -0.4
-0.2 0.4 0.4
0.1 0.1 -0.4
0.1 -0.1 0.1
0.2 0.4 -0.2
0.0 0.1 0.1
-0.1 0.4 0.6
-0.6 0.7 -0.4
0.0 -0.1 0.0

Values from the calculation:
* gap between HOMO and LUMO (spin up / spin down): 4.9 / 5.5 eV
* E_tot: -5154.58800 a.u.
* charge: +2
* ΔE to the lowest compared entry with this formula, charge and spin: 2.131 eV
* HOMO (spin up / spin down): -12.03 / -12.33 eV